36
Properties=species:S:1:pos:R:3:forces:R:3 method="wB97M-V/def2-TZVPD" smiles="COc1cccc(NC(=O)COC(=O)c2ccccc2F)c1" energy_ha=-1073.70870 charge=0 max_force_ev_per_a=0.6 e_homo_ha=-0.305 homo_lumo_gap_ev=8.91 relative_energy_kj_mol=0.00
C -3.7902 -3.2016 -0.0622 0.2 -0.2 0.1
O -4.7571 -2.2488 -0.4400 -0.2 0.3 -0.1
C -4.4360 -0.9320 -0.3609 -0.1 0.4 0.0
C -5.4281 -0.0355 -0.7631 0.0 -0.2 0.0
C -5.1882 1.3217 -0.7182 0.1 -0.1 0.0
C -3.9710 1.8080 -0.2744 0.2 0.0 0.1
C -2.9819 0.9178 0.1292 -0.4 -0.1 -0.1
N -1.7657 1.4561 0.5792 -0.2 0.4 -0.1
C -0.6614 0.8087 1.0192 0.4 0.4 0.2
O -0.5214 -0.3879 1.1142 0.0 -0.2 0.0
C 0.4627 1.7713 1.4521 -0.2 -0.1 -0.2
O 1.7104 1.1159 1.3368 0.1 0.0 0.3
C 2.0445 0.7842 0.0748 0.0 0.1 -0.3
O 1.3994 1.1198 -0.8828 0.1 0.0 0.1
C 3.2860 -0.0285 0.0490 0.1 0.0 -0.2
C 3.5441 -0.9499 1.0611 0.1 0.1 -0.1
C 4.6756 -1.7423 1.0174 0.0 -0.1 0.1
C 5.5708 -1.6217 -0.0343 -0.1 0.1 0.0
C 5.3381 -0.7070 -1.0461 -0.1 0.1 -0.1
C 4.1978 0.0750 -0.9991 0.0 0.0 0.1
F 4.0022 0.9753 -1.9736 0.0 -0.1 0.1
C -3.2110 -0.4524 0.0876 0.1 -0.4 0.0
H -4.2591 -4.1721 -0.2170 0.1 0.1 0.0
H -3.5129 -3.0958 0.9910 0.0 0.0 0.0
H -2.8915 -3.1286 -0.6818 0.0 0.0 0.0
H -6.3708 -0.4287 -1.1069 -0.1 0.0 0.0
H -5.9562 2.0119 -1.0325 -0.1 0.1 0.0
H -3.7876 2.8722 -0.2433 0.0 0.1 0.0
H -1.7193 2.4639 0.5186 0.1 -0.2 0.0
H 0.4587 2.6803 0.8404 0.0 -0.1 0.1
H 0.3521 2.0199 2.5099 0.0 0.0 -0.1
H 2.8347 -1.0418 1.8680 -0.1 0.0 0.1
H 4.8609 -2.4573 1.8040 0.0 -0.1 0.1
H 6.4548 -2.2403 -0.0679 0.1 0.0 0.0
H 6.0233 -0.5907 -1.8710 0.0 0.0 -0.1
H -2.4268 -1.1179 0.4005 0.0 0.0 0.0


7
Properties=species:S:1:pos:R:3:forces:R:3 method="wB97M-V/def2-TZVPD" energy_ha=-3583.11076 charge=0 max_force_ev_per_a=4.7 e_homo_ha="-0.324 / -0.324" homo_lumo_gap_ev="8.04 / 8.04" relative_energy_kj_mol=239.18
C -1.0355 0.8744 -0.4055 3.1 -3.5 -0.4
C 0.6417 -0.7014 -0.0169 -3.0 1.5 1.0
O -1.6858 0.6397 -1.3281 -0.9 0.2 -0.6
F 0.1922 -1.8487 -0.5500 0.4 0.6 0.0
Cl -0.9490 2.0319 0.7467 -0.1 1.4 1.0
Br 2.3307 -0.1775 -0.6339 0.2 0.0 -0.3
I 0.5058 -0.8183 2.1876 0.3 -0.2 -0.8


40
Properties=species:S:1:pos:R:3:forces:R:3 method="wB97M-V/def2-TZVPD" energy_ha=-994.00844 charge=+1 max_force_ev_per_a=6.4 e_homo_ha=-0.487 homo_lumo_gap_ev=10.31 relative_energy_kj_mol=263.04
O 2.6123 0.9665 3.1024 5.8 2.0 -0.7
H 2.4383 1.2522 2.2365 -0.5 0.7 -1.9
H 1.8821 0.6506 3.4536 -5.4 -2.4 2.6
O -2.7255 -2.1712 1.4469 -1.0 0.3 -1.3
H -3.5029 -1.9819 1.9907 0.3 -0.2 0.1
H -1.9909 -0.8651 0.9302 -0.4 1.4 -1.0
O 2.9028 -1.8279 2.2187 -4.8 -0.3 1.9
H 4.0647 -0.0093 -2.2059 -2.2 1.6 -0.5
O 0.2113 2.8605 -1.9778 -0.5 1.0 0.9
H 0.1637 2.0565 -2.4529 0.0 -1.3 -0.8
H 0.7040 3.4526 -2.5300 0.3 0.5 -0.6
O -2.7487 0.0671 -1.8671 2.6 1.1 -3.1
H -3.3326 -0.6639 -1.9099 -1.1 -1.3 -0.1
H -2.0612 -0.1697 -2.6586 -2.2 0.7 3.1
O -1.0460 -0.6068 2.7977 -3.0 -1.7 2.4
H -0.3620 -0.0949 2.4583 1.8 1.9 -0.1
H -1.4896 -0.3023 3.6477 1.6 0.0 -1.7
O 1.4264 -1.5851 -3.0902 -0.7 -0.8 -0.3
H 1.7074 -0.8369 -2.5768 0.4 0.7 0.3
H 2.1006 -1.7605 -3.7421 0.3 0.1 -0.2
O 3.2564 0.6139 -2.3598 2.3 -1.5 0.6
H 3.4945 1.3845 -1.8247 -0.1 0.0 -0.1
H -2.2649 0.8254 0.8829 0.2 -0.8 -0.6
O 1.4732 2.0529 0.1708 0.4 1.2 3.8
H 1.5727 1.4440 -0.5085 0.0 -1.2 -2.4
H 1.1460 2.9085 -0.0956 -0.1 -0.2 -0.7
O 0.9696 -0.4992 -0.6434 -1.2 0.4 2.9
H 0.3393 -0.0740 0.0434 1.2 -0.7 -1.9
H 1.5704 -0.9598 -0.0173 0.0 0.1 -0.6
O -1.2317 -1.9635 -1.7476 1.2 -1.0 -1.3
H -0.2979 -1.8120 -1.3980 -1.3 -0.3 -1.2
H -1.1777 -2.3939 -2.6671 0.5 0.8 2.3
O -3.2315 2.0031 1.3723 4.6 -3.6 0.2
H -4.0948 1.8920 1.5378 -4.9 0.2 0.7
H -2.9107 2.8079 1.1159 0.4 3.5 -0.9
O -1.7835 0.0474 0.4000 -0.3 -0.6 1.8
H -2.1490 -0.0319 -0.5525 -0.1 0.1 -0.7
H -1.9772 -2.2855 2.0071 0.8 -0.4 1.2
H 3.7675 -2.0017 2.0174 3.4 -1.0 -0.3
H 2.5749 -2.3886 2.9955 1.3 1.1 -1.8


15
Properties=species:S:1:pos:R:3:forces:R:3 method="wB97M-V/def2-TZVPD" smiles="N[C@@H](C=O)CC[O-]" energy_ha=-362.40125 charge=-1 max_force_ev_per_a=3.3 e_homo_ha=-0.091 homo_lumo_gap_ev=6.10 relative_energy_kj_mol=322.87
N 0.5111 -1.6407 0.6055 0.4 0.0 0.1
C -0.0880 -0.6569 -0.2640 -0.1 0.8 -1.1
C -1.4862 -1.1054 -0.6873 0.0 -0.6 0.4
O -1.7360 -2.1079 -1.3180 0.2 0.1 -0.1
C -0.1517 0.7551 0.2612 0.9 1.5 -0.2
C 1.1479 1.8017 0.0552 1.0 -3.0 1.0
O 1.2128 2.7767 0.9023 -0.3 0.7 0.4
H 0.3560 -1.4302 1.5809 -0.2 -0.1 0.0
H 0.2155 -2.5706 0.3451 0.0 -0.1 0.3
H 0.4978 -0.5818 -1.2039 -0.1 -0.3 0.2
H -2.3244 -0.5092 -0.2825 -0.1 0.2 -0.1
H -0.7744 1.3227 -0.4283 -1.0 -0.2 0.4
H -0.4606 0.8601 1.3104 -0.1 -0.1 -0.2
H 1.0270 2.0653 -1.0075 0.2 0.1 -0.6
H 2.0532 1.0210 0.1309 -0.7 1.0 -0.4


10
Properties=species:S:1:pos:R:3:forces:R:3 method="wB97M-V/def2-TZVPD" smiles="O=c1nc(O)nn[nH]1" energy_ha=-446.88131 charge=0 max_force_ev_per_a=4.5 e_homo_ha=-0.376 homo_lumo_gap_ev=10.05 relative_energy_kj_mol=240.01
O 2.4945 0.0009 0.8821 0.3 -0.4 0.2
C 1.3744 -0.0369 0.4786 -1.9 1.3 0.1
N 0.2147 0.3962 1.1193 -0.2 0.1 -0.3
C -0.8976 0.3531 0.4528 0.0 -1.6 0.3
O -2.0010 0.6360 1.1160 0.2 0.6 0.2
N -1.1502 -0.1872 -0.8761 -0.5 2.0 2.7
N -0.0897 -0.4936 -1.4209 -0.5 -1.2 -2.1
N 1.0412 -0.4075 -0.8225 3.6 -1.9 -2.0
H -2.7364 0.6288 0.5071 -0.6 -0.1 -0.4
H 1.7500 -0.8897 -1.4362 -0.6 1.1 1.3


10
Properties=species:S:1:pos:R:3:forces:R:3 method="wB97M-V/def2-TZVPD" smiles=F[C@H]1C[C@@H]1S energy_ha=-615.30371 charge=0 max_force_ev_per_a=2.2 e_homo_ha=-0.334 homo_lumo_gap_ev=9.90 relative_energy_kj_mol=87.45
F -2.2293 -0.5926 0.1205 0.7 0.0 0.1
C -1.0213 -0.1808 -0.4463 -0.9 1.1 -0.2
C -0.6164 1.2370 -0.0157 -0.6 -1.2 0.9
C 0.1360 -0.0571 0.4586 -0.1 1.9 -1.0
S 1.8177 -0.1998 -0.1365 0.2 -0.5 -0.1
H -1.0164 -0.5581 -1.4598 0.5 0.2 -0.1
H -1.3187 1.7417 0.6773 0.5 -0.7 -0.3
H -0.0937 1.9670 -0.6149 0.2 -0.4 -0.5
H -0.0068 -0.3463 1.4530 -0.3 -0.5 1.3
H 2.4255 -0.2688 1.0647 -0.3 0.1 -0.2


Q: What is the charge in the first record?
A: 0


Q: The highest charge belongs to which entry?
A: H27O13


Q: Look up the charge of the fourth one.
A: -1